DFT (ωB97M-V with the def2-TZVPD basis set) results for a cluster of 16 separate species, C93H208F15N8O19P2S5 in total in a non-equilibrium geometry.

## Properties
**F_max**: 6.6 eV/A
**Frontier orbital gap**: 0.2933 Eh
**Lowest unoccupied orbital energy**: -5.83 eV
**E_tot**: -9705.8236 hartree

```
! wB97M-V def2-TZVPD RIJCOSX def2/J DEFGRID3
* xyz 5 1
C -2.971 -0.360 -0.565
C -2.129 0.520 -1.522
C -0.738 0.642 -0.961
C -0.650 1.349 0.397
N 0.673 1.691 0.899
C 0.618 2.545 2.139
C 1.971 2.217 2.902
C 2.035 0.717 2.673
C 1.473 0.460 1.308
C 1.522 2.479 -0.078
H -2.624 -1.390 -0.479
H -4.012 -0.454 -0.863
H -2.920 -0.031 0.422
H -2.623 1.501 -1.556
H -2.113 0.152 -2.548
H -0.092 1.205 -1.666
H -0.209 -0.335 -0.792
H -1.058 0.673 1.160
H -1.176 2.277 0.430
H 0.446 3.560 1.831
H -0.216 2.129 2.762
H 2.849 2.766 2.440
H 1.728 2.541 3.944
H 3.035 0.356 2.819
H 1.430 0.246 3.477
H 2.204 0.250 0.507
H 0.724 -0.371 1.328
H 2.002 1.721 -0.681
H 2.289 2.993 0.432
H 0.898 3.148 -0.627
C 5.473 2.557 -6.633
C 5.087 4.011 -7.015
C 5.243 4.905 -5.819
C 5.222 6.455 -6.240
N 5.582 7.489 -5.196
C 4.734 7.635 -3.925
C 3.522 8.444 -4.367
C 3.959 9.210 -5.605
C 5.452 8.913 -5.800
C 6.952 7.173 -4.754
H 4.931 2.345 -5.772
H 6.508 2.484 -6.362
H 5.372 1.919 -7.467
H 4.016 3.989 -7.225
H 5.771 4.366 -7.799
H 6.175 4.578 -5.347
H 4.460 4.822 -5.037
H 4.262 6.657 -6.718
H 5.860 6.681 -7.056
H 5.329 8.230 -3.214
H 4.476 6.747 -3.400
H 3.246 9.173 -3.622
H 2.618 7.850 -4.478
H 3.913 10.318 -5.473
H 3.372 8.982 -6.525
H 6.115 9.535 -5.223
H 5.743 8.799 -6.831
H 6.853 6.343 -4.062
H 7.385 8.055 -4.349
H 7.622 6.888 -5.637
C -0.049 -4.743 -2.753
C 0.674 -5.859 -2.063
C 1.519 -5.500 -0.843
C 0.674 -5.071 0.421
N 1.424 -4.248 1.428
C 2.743 -5.036 1.790
C 3.154 -4.324 3.048
C 1.889 -3.685 3.677
C 0.744 -4.163 2.763
C 1.887 -2.953 0.807
H -0.771 -5.177 -3.473
H 0.742 -4.150 -3.248
H -0.594 -4.109 -2.030
H 1.328 -6.343 -2.786
H -0.061 -6.564 -1.773
H 2.263 -4.744 -1.217
H 2.139 -6.358 -0.657
H 0.464 -5.973 1.013
H -0.266 -4.506 0.120
H 3.460 -4.869 1.028
H 2.398 -6.055 1.819
H 3.898 -3.641 2.753
H 3.638 -5.065 3.657
H 2.045 -2.584 3.666
H 1.796 -3.977 4.719
H -0.142 -3.499 2.737
H 0.417 -5.175 3.138
H 2.469 -3.236 -0.051
H 2.348 -2.395 1.574
H 1.010 -2.407 0.496
C 7.469 -0.598 -7.418
C 6.248 -1.498 -7.706
C 6.510 -3.014 -7.394
C 6.614 -3.224 -5.958
N 6.645 -4.704 -5.516
C 5.316 -5.402 -5.752
C 5.047 -6.353 -4.591
C 6.222 -6.183 -3.582
C 6.782 -4.813 -4.030
C 7.656 -5.588 -6.122
H 8.439 -0.989 -7.743
H 7.551 -0.531 -6.306
H 7.481 0.378 -7.845
H 6.032 -1.474 -8.771
H 5.355 -1.261 -7.204
H 7.350 -3.371 -7.957
H 5.633 -3.550 -7.746
H 5.758 -2.877 -5.396
H 7.558 -2.708 -5.590
H 5.395 -5.895 -6.761
H 4.604 -4.561 -5.806
H 5.064 -7.337 -4.972
H 4.127 -6.172 -4.130
H 6.993 -6.979 -3.748
H 6.002 -6.256 -2.523
H 7.842 -4.539 -3.834
H 6.120 -3.970 -3.631
H 7.497 -5.607 -7.249
H 7.484 -6.569 -5.749
H 8.695 -5.277 -5.919
C -6.312 2.840 3.122
N -5.036 3.416 2.648
C -4.061 3.546 3.780
C -4.368 2.564 1.587
C -5.335 4.879 2.059
C -6.349 4.782 0.939
O -5.800 4.193 -0.227
H -6.964 2.741 2.240
H -6.804 3.310 3.986
H -6.088 1.863 3.512
H -4.475 4.198 4.502
H -3.134 3.994 3.463
H -3.782 2.582 4.272
H -4.102 1.664 2.074
H -3.448 3.104 1.345
H -5.007 2.301 0.715
H -4.386 5.210 1.695
H -5.759 5.483 2.884
H -6.631 5.821 0.648
H -7.188 4.256 1.321
H -6.197 4.509 -0.995
C 3.794 9.024 2.774
N 2.499 8.667 2.074
C 2.791 8.683 0.606
C 2.025 7.291 2.455
C 1.354 9.653 2.310
C 0.916 9.732 3.761
O 2.000 10.102 4.528
H 4.527 8.428 2.334
H 3.633 8.760 3.826
H 4.050 10.108 2.661
H 2.963 9.685 0.222
H 1.922 8.175 0.050
H 3.742 8.133 0.410
H 2.313 7.046 3.494
H 2.573 6.593 1.896
H 1.010 7.259 2.262
H 0.480 9.447 1.639
H 1.761 10.639 2.034
H 0.459 8.757 4.067
H 0.192 10.527 3.710
H 1.753 10.522 5.382
C 6.478 4.131 8.684
N 7.952 3.709 8.400
C 8.033 2.209 8.231
C 8.347 4.333 7.079
C 8.991 4.065 9.502
C 8.813 5.384 10.118
O 7.695 5.440 10.999
H 5.825 4.005 7.822
H 6.457 5.216 8.941
H 6.192 3.690 9.576
H 9.008 1.910 7.821
H 7.230 1.904 7.608
H 7.950 1.693 9.215
H 8.541 5.403 7.292
H 7.504 4.219 6.382
H 9.164 3.704 6.754
H 9.979 4.042 8.977
H 9.025 3.259 10.238
H 8.638 6.229 9.493
H 9.689 5.624 10.668
H 7.976 5.420 11.939
C 5.867 0.888 0.463
N 7.285 0.794 -0.032
C 7.481 -0.397 -0.936
C 7.522 2.010 -0.846
C 8.302 0.730 1.076
C 8.200 -0.360 2.150
O 8.542 -1.657 1.743
H 5.586 -0.112 0.866
H 5.171 1.106 -0.339
H 5.734 1.670 1.263
H 7.533 -1.241 -0.267
H 8.500 -0.251 -1.351
H 6.684 -0.506 -1.705
H 6.685 2.357 -1.396
H 8.346 1.942 -1.518
H 7.876 2.761 -0.127
H 8.120 1.630 1.680
H 9.286 0.894 0.588
H 7.178 -0.370 2.534
H 8.945 -0.061 2.887
H 9.484 -1.800 1.548
C -3.064 1.389 6.615
C -3.796 0.638 7.712
C -3.085 -0.553 8.345
C -3.396 -1.764 7.490
P -2.456 -3.251 7.794
C -2.927 -4.443 6.534
C -2.706 -6.027 6.907
C -3.086 -7.088 5.905
C -4.604 -6.990 5.755
C -0.681 -2.823 7.613
C 0.254 -3.910 8.180
C 1.652 -3.452 8.531
C 1.672 -2.831 9.949
C -2.818 -3.917 9.467
C -2.243 -3.046 10.609
C -2.307 -3.686 12.030
C -3.726 -4.009 12.399
H -2.731 0.794 5.797
H -2.318 1.996 7.065
H -3.828 2.077 6.332
H -4.786 0.376 7.349
H -3.952 1.352 8.539
H -3.324 -0.637 9.370
H -2.041 -0.284 8.368
H -3.175 -1.484 6.454
H -4.499 -2.002 7.511
H -2.290 -4.166 5.669
H -3.991 -4.323 6.274
H -3.367 -6.184 7.823
H -1.716 -6.081 7.205
H -2.749 -8.090 6.243
H -2.548 -6.825 4.949
H -4.951 -5.996 5.481
H -5.118 -7.329 6.683
H -4.945 -7.634 4.967
H -0.505 -1.942 8.173
H -0.492 -2.598 6.607
H 0.423 -4.651 7.386
H -0.245 -4.423 8.981
H 1.909 -2.738 7.734
H 2.401 -4.240 8.566
H 1.548 -3.620 10.671
H 0.940 -2.014 10.075
H 2.593 -2.343 10.019
H -2.356 -4.909 9.470
H -3.951 -3.997 9.559
H -2.829 -2.160 10.704
H -1.270 -2.661 10.413
H -1.824 -2.972 12.658
H -1.691 -4.601 12.133
H -4.000 -4.944 11.963
H -4.463 -3.240 12.151
H -3.918 -4.255 13.398
C -7.245 -3.819 -7.217
C -8.363 -2.732 -7.104
C -9.584 -2.814 -8.020
C -10.312 -4.210 -7.929
P -11.644 -4.816 -9.055
C -11.650 -4.941 -10.945
C -10.640 -4.028 -11.574
C -11.068 -2.548 -11.475
C -9.999 -1.685 -12.115
C -12.236 -6.230 -8.042
C -13.170 -7.265 -8.670
C -13.202 -8.511 -7.794
C -11.632 -9.146 -7.624
C -12.960 -3.588 -8.701
C -14.253 -4.265 -8.661
C -15.416 -2.510 -8.613
C -16.565 -3.137 -8.209
H -7.016 -4.147 -8.208
H -7.420 -4.740 -6.672
H -6.261 -3.443 -6.718
H -7.899 -1.796 -7.358
H -8.570 -2.514 -6.047
H -9.278 -2.771 -9.105
H -10.398 -2.055 -7.842
H -10.702 -4.264 -6.921
H -9.602 -4.976 -8.055
H -12.660 -4.837 -11.218
H -11.243 -5.897 -11.162
H -10.520 -4.181 -12.626
H -9.702 -4.222 -11.103
H -11.038 -2.188 -10.505
H -12.032 -2.347 -11.985
H -9.993 -1.858 -13.212
H -8.960 -1.817 -11.746
H -10.289 -0.618 -12.000
H -12.492 -6.038 -7.023
H -11.280 -6.802 -7.888
H -12.659 -7.548 -9.677
H -14.119 -6.866 -9.046
H -13.803 -9.254 -8.297
H -13.540 -8.232 -6.792
H -11.821 -10.158 -7.601
H -11.017 -8.800 -6.802
H -11.209 -8.834 -8.611
H -13.102 -2.810 -9.357
H -12.706 -3.117 -7.754
H -14.449 -4.847 -7.826
H -14.904 -4.667 -9.380
H -15.354 -2.229 -9.655
H -14.687 -2.082 -7.954
H -16.442 -3.526 -7.199
H -16.873 -3.784 -9.000
H -17.404 -2.448 -8.010
C -1.777 6.438 -0.381
F -0.852 7.140 -1.082
F -2.906 7.054 -0.487
F -1.941 5.254 -1.110
S -1.239 6.059 1.362
O 0.057 5.445 1.342
O -1.178 7.388 1.911
O -2.268 5.197 1.866
C 4.922 0.478 4.995
F 3.601 0.684 5.079
F 5.372 0.035 6.138
F 5.077 -0.423 4.026
S 5.867 1.950 4.557
O 5.364 2.385 3.228
O 5.488 2.856 5.603
O 7.209 1.440 4.718
C 6.053 5.797 0.002
F 6.085 7.130 -0.166
F 7.235 5.303 -0.267
F 5.889 5.534 1.317
S 4.702 5.010 -1.015
O 5.319 4.963 -2.316
O 4.638 3.714 -0.398
O 3.621 5.922 -0.838
C 2.663 -1.135 -3.259
F 3.010 0.153 -3.291
F 1.533 -1.279 -2.488
F 2.496 -1.610 -4.509
S 3.985 -2.065 -2.386
O 3.639 -3.452 -2.415
O 5.233 -1.759 -3.052
O 3.948 -1.536 -1.030
C -3.475 -2.109 3.031
F -4.343 -1.570 2.154
F -4.070 -2.091 4.280
F -3.354 -3.443 2.781
S -1.874 -1.329 3.039
O -1.376 -1.617 1.724
O -2.133 0.056 3.308
O -1.149 -2.014 4.084
*
```